[1]
Below is a structure of composition C10H13ClCoErN3O7 in a non-equilibrium geometry, with properties calculated with ωB97M-V with the def2-TZVPD basis set.

The geometry in XYZ format:
```
36
Properties=species:S:1:pos:R:3
Er 0.550 0.449 -0.463
Cl 2.439 -1.009 0.593
C 0.584 1.893 1.226
H -0.081 2.758 1.115
H 1.601 2.272 1.394
H 0.299 1.362 2.145
Co 4.222 -0.489 -0.600
C 5.508 0.037 0.854
C 4.480 -2.108 -1.752
C 5.355 0.330 -1.709
H 3.633 -2.163 -2.460
H 5.421 -2.118 -2.326
H 4.447 -3.004 -1.106
H 5.128 0.960 1.328
H 5.519 -0.764 1.615
H 6.540 0.216 0.510
H 5.977 1.202 -1.395
H 5.428 0.076 -2.794
O -7.091 -0.214 1.532
N -6.339 0.688 1.112
O -6.662 1.896 1.103
C -5.024 0.329 0.620
C -4.602 -1.011 0.679
C -3.292 -1.321 0.349
C -2.367 -0.281 0.092
O -1.099 -0.534 0.238
C -2.882 1.023 -0.255
C -4.202 1.341 0.106
N -2.086 2.018 -0.917
O -2.484 3.171 -1.002
O -0.927 1.677 -1.472
N -2.831 -2.702 0.248
O -3.509 -3.590 0.809
O -1.808 -2.947 -0.417
H -5.286 -1.805 0.969
H -4.557 2.363 0.031
```

The spin multiplicity is 7. The total charge is -2. Its energy is -107143.12811 eV. For the frontier orbital gap (alpha / beta), the calculation gives 2.90 / 6.29 eV.

Atom charges from the natural (NBO) analysis, given in e for atoms 1 to 5: 1.98 -0.56 -1.29 0.23 0.19

[2]
Below is a cluster of 4 separate species, C29H33F3Si in total, with properties calculated with ωB97M-V with the def2-TZVPD basis set.

The geometry in XYZ format:
```
66
Properties=species:S:1:pos:R:3
C 3.890 -2.597 0.866
C 4.355 -2.552 -0.586
C 3.509 -1.686 -1.523
Si 3.399 0.138 -1.071
C 1.923 0.571 0.061
C 0.701 -0.173 -0.385
C -0.186 0.360 -1.319
C -1.291 -0.382 -1.722
C -1.538 -1.659 -1.225
C -0.667 -2.209 -0.282
C -0.865 -3.589 0.284
C 0.428 -1.451 0.126
H 3.729 -1.611 1.300
H 3.008 -3.218 0.988
H 4.667 -3.070 1.466
H 4.313 -3.577 -0.960
H 5.404 -2.273 -0.626
H 3.993 -1.711 -2.502
H 2.518 -2.102 -1.690
H 4.666 0.594 -0.447
H 3.176 0.918 -2.311
H 1.755 1.641 -0.049
H 2.179 0.328 1.089
H -0.008 1.349 -1.715
H -1.982 0.050 -2.432
H -2.392 -2.234 -1.548
H -0.637 -4.321 -0.491
H -1.881 -3.755 0.627
H -0.157 -3.768 1.087
H 1.102 -1.857 0.869
F -7.346 -3.249 3.708
C -6.014 -3.048 3.649
C -5.423 -2.834 2.420
C -4.053 -2.625 2.366
C -3.297 -2.638 3.531
C -3.913 -2.859 4.755
C -5.284 -3.063 4.821
H -6.030 -2.831 1.524
H -3.576 -2.447 1.416
H -2.228 -2.475 3.482
H -3.326 -2.872 5.664
H -5.786 -3.231 5.765
F -4.222 -0.806 -0.052
C -4.383 0.449 0.415
C -5.596 1.082 0.242
C -5.748 2.372 0.731
C -4.693 3.005 1.374
C -3.480 2.346 1.532
C -3.319 1.054 1.053
H -6.403 0.571 -0.267
H -6.694 2.882 0.611
H -4.815 4.011 1.751
H -2.656 2.839 2.028
H -2.384 0.519 1.165
F 3.004 3.703 -4.161
C 4.153 4.257 -3.729
C 4.770 5.214 -4.509
C 5.951 5.783 -4.055
C 6.500 5.387 -2.843
C 5.862 4.420 -2.077
C 4.677 3.850 -2.518
H 4.329 5.504 -5.453
H 6.445 6.539 -4.652
H 7.422 5.832 -2.495
H 6.288 4.106 -1.134
H 4.162 3.099 -1.935
```

Its SMILES is CCC[SiH2]Cc1cccc(C)c1.Fc1ccccc1.Fc1ccccc1.Fc1ccccc1. Its energy is -46638.67696 eV. For the frontier orbital gap, the calculation gives 9.36 eV.

Atom charges from the natural (NBO) analysis, given in e for atoms 1 to 5: -0.61 -0.39 -0.86 1.13 -0.85

[3]
Below is a structure of composition C27H29As2InN5O4S3, with properties calculated with ωB97M-V with the def2-TZVPD basis set.

The geometry in XYZ format:
```
71
Properties=species:S:1:pos:R:3
In 0.771 0.212 0.439
S 0.835 -0.450 -2.196
C 0.870 1.253 -2.279
N 0.998 2.001 -1.212
C 1.038 3.352 -1.523
C 1.209 4.399 -0.620
C 1.229 5.697 -1.094
C 1.084 5.973 -2.456
C 0.924 4.942 -3.365
C 0.906 3.637 -2.889
S 0.745 2.151 -3.776
H 1.321 4.180 0.430
H 1.357 6.514 -0.396
H 1.101 6.998 -2.804
H 0.819 5.145 -4.423
C 3.981 -2.908 -0.170
As 2.084 -2.683 0.216
C 1.963 -3.966 1.687
C 1.338 -3.836 -1.210
C 2.163 -4.392 -2.189
C 1.652 -5.203 -3.191
C 0.294 -5.479 -3.230
C -0.539 -4.918 -2.274
C -0.038 -4.090 -1.274
As -1.257 -3.217 0.005
C -2.197 -4.835 0.607
C -2.604 -2.622 -1.283
H 4.245 -3.964 -0.231
H 4.509 -2.431 0.653
H 4.236 -2.400 -1.099
H 2.309 -4.947 1.361
H 0.932 -4.026 2.032
H 2.583 -3.583 2.496
H 3.226 -4.192 -2.178
H 2.316 -5.616 -3.941
H -0.117 -6.114 -4.006
H -1.603 -5.124 -2.322
H -2.563 -5.425 -0.233
H -3.042 -4.532 1.227
H -1.523 -5.444 1.209
H -2.968 -3.447 -1.897
H -2.158 -1.852 -1.910
H -3.430 -2.178 -0.729
O 3.558 -1.275 2.455
S 2.694 -0.109 2.437
O 3.010 0.852 3.492
O 2.775 0.595 1.069
O 1.236 -0.507 2.488
C -1.362 0.224 0.348
C -2.522 0.569 0.285
C -3.895 0.976 0.222
C -4.723 0.560 -0.824
C -6.050 0.959 -0.873
C -6.573 1.778 0.117
C -5.757 2.200 1.159
C -4.431 1.804 1.214
H -4.309 -0.073 -1.597
H -6.678 0.629 -1.692
H -7.610 2.090 0.076
H -6.157 2.842 1.934
H -3.786 2.127 2.020
N 2.360 5.442 4.539
C 2.147 4.344 3.750
N 3.203 3.582 3.435
N 0.914 4.136 3.365
C 0.651 3.117 2.571
N 0.305 2.293 1.841
H 3.291 5.815 4.583
H 1.613 6.115 4.525
H 4.062 3.741 3.932
H 3.037 2.595 3.172
```

The total charge is -1. The energy relative to the best compared isomer or geometry (same formula, charge and spin) is 0.0 kcal/mol. Its energy is -203470.44596 eV. For the frontier orbital gap, the calculation gives 7.60 eV.

Atom charges from the natural (NBO) analysis, given in e for atoms 1 to 5: 1.57 -0.22 -0.06 -0.58 0.21

[4]
Below is a structure of composition C30H19IrN6O3S4, with properties calculated with ωB97M-V with the def2-TZVPD basis set.

The geometry in XYZ format:
```
63
Properties=species:S:1:pos:R:3
Ir 0.327 0.125 -0.407
C 1.283 0.457 -4.349
O 2.561 0.102 -3.663
C 2.294 0.163 -2.371
N 1.156 0.651 -2.064
C 0.419 1.095 -3.238
C -1.763 -0.118 -3.997
C -2.263 0.489 -5.143
C -2.877 -0.278 -6.124
C -2.982 -1.651 -5.965
C -2.480 -2.261 -4.822
C -1.875 -1.495 -3.838
C 3.110 -0.324 -1.244
C 4.450 -0.652 -1.317
C 5.088 -1.074 -0.161
C 4.350 -1.215 1.003
C 2.997 -0.908 0.982
N 2.391 -0.412 -0.097
C 2.104 -1.252 2.122
N 0.907 -1.586 1.838
C 0.539 -1.165 4.527
C 1.989 -1.618 4.484
O 2.707 -1.215 3.297
C 0.268 0.300 4.656
C 1.253 1.259 4.454
C 0.941 2.605 4.562
C -0.354 2.999 4.861
C -1.335 2.044 5.092
C -1.022 0.699 5.001
H 0.874 -0.457 -4.771
H 1.549 1.158 -5.131
H 0.479 2.184 -3.292
H -2.194 1.565 -5.262
H -3.283 0.200 -7.006
H -3.465 -2.248 -6.728
H -2.573 -3.332 -4.694
H -1.516 -1.955 -2.926
H 4.970 -0.572 -2.262
H 6.141 -1.319 -0.174
H 4.799 -1.589 1.912
H 0.058 -1.714 5.340
H 2.068 -2.703 4.559
H 2.533 -1.165 5.309
H 2.268 0.974 4.203
H 1.711 3.349 4.401
H -0.598 4.051 4.928
H -2.341 2.347 5.349
H -1.787 -0.046 5.195
O -5.360 -1.554 1.819
C -4.216 -1.276 1.971
S -3.043 -2.365 2.776
C -1.662 -1.304 2.532
C -1.826 -0.128 1.864
S -0.611 1.071 1.544
S -3.437 0.197 1.327
S -0.168 -2.002 3.029
N -1.327 0.342 -1.543
C -1.044 0.675 -2.953
C -1.824 1.611 -2.013
C -1.150 2.830 -1.588
N -0.549 3.760 -1.280
C -3.262 1.765 -2.188
N -4.395 1.885 -2.326
```

The spin multiplicity is 2. The total charge is +1. The energy relative to the best compared isomer or geometry (same formula, charge and spin) is 72.2 kcal/mol. Its energy is -92671.47561 eV. For the frontier orbital gap (alpha / beta), the calculation gives 6.38 / 6.26 eV.

Atom charges from the natural (NBO) analysis, given in e for atoms 1 to 5: 0.77 -0.08 -0.44 0.58 -0.45

Copy entry 2 word for word.
Below is a cluster of 4 separate species, C29H33F3Si in total, with properties calculated with ωB97M-V with the def2-TZVPD basis set.

The geometry in XYZ format:
```
66
Properties=species:S:1:pos:R:3
C 3.890 -2.597 0.866
C 4.355 -2.552 -0.586
C 3.509 -1.686 -1.523
Si 3.399 0.138 -1.071
C 1.923 0.571 0.061
C 0.701 -0.173 -0.385
C -0.186 0.360 -1.319
C -1.291 -0.382 -1.722
C -1.538 -1.659 -1.225
C -0.667 -2.209 -0.282
C -0.865 -3.589 0.284
C 0.428 -1.451 0.126
H 3.729 -1.611 1.300
H 3.008 -3.218 0.988
H 4.667 -3.070 1.466
H 4.313 -3.577 -0.960
H 5.404 -2.273 -0.626
H 3.993 -1.711 -2.502
H 2.518 -2.102 -1.690
H 4.666 0.594 -0.447
H 3.176 0.918 -2.311
H 1.755 1.641 -0.049
H 2.179 0.328 1.089
H -0.008 1.349 -1.715
H -1.982 0.050 -2.432
H -2.392 -2.234 -1.548
H -0.637 -4.321 -0.491
H -1.881 -3.755 0.627
H -0.157 -3.768 1.087
H 1.102 -1.857 0.869
F -7.346 -3.249 3.708
C -6.014 -3.048 3.649
C -5.423 -2.834 2.420
C -4.053 -2.625 2.366
C -3.297 -2.638 3.531
C -3.913 -2.859 4.755
C -5.284 -3.063 4.821
H -6.030 -2.831 1.524
H -3.576 -2.447 1.416
H -2.228 -2.475 3.482
H -3.326 -2.872 5.664
H -5.786 -3.231 5.765
F -4.222 -0.806 -0.052
C -4.383 0.449 0.415
C -5.596 1.082 0.242
C -5.748 2.372 0.731
C -4.693 3.005 1.374
C -3.480 2.346 1.532
C -3.319 1.054 1.053
H -6.403 0.571 -0.267
H -6.694 2.882 0.611
H -4.815 4.011 1.751
H -2.656 2.839 2.028
H -2.384 0.519 1.165
F 3.004 3.703 -4.161
C 4.153 4.257 -3.729
C 4.770 5.214 -4.509
C 5.951 5.783 -4.055
C 6.500 5.387 -2.843
C 5.862 4.420 -2.077
C 4.677 3.850 -2.518
H 4.329 5.504 -5.453
H 6.445 6.539 -4.652
H 7.422 5.832 -2.495
H 6.288 4.106 -1.134
H 4.162 3.099 -1.935
```

Its SMILES is CCC[SiH2]Cc1cccc(C)c1.Fc1ccccc1.Fc1ccccc1.Fc1ccccc1. Its energy is -46638.67696 eV. For the frontier orbital gap, the calculation gives 9.36 eV.

Atom charges from the natural (NBO) analysis, given in e for atoms 1 to 5: -0.61 -0.39 -0.86 1.13 -0.85